1.
Formula: C30H58N3SeSi4Tl
Source: the OMol25 dataset
Level of theory: wB97M-V/def2-TZVPD

Results
Energy above the lowest of the compared OMol25 structures with the same formula, charge and spin in kcal/mol: 32.31
Orbital gap (spin up / spin down) in eV: 5.15 / 5.05
Electronic energy in eV: -138074.200

Last column: Löwdin charge in e.
Atoms and positions in Å:
1 Tl -0.30525 -0.16574 0.00286  0.873
2 C 0.27561 -1.27477 3.06351  -0.264
3 C -0.92528 -0.60035 2.79970  -0.278
4 C -0.66548 0.85110 2.89769  -0.272
5 C 0.64340 1.01545 3.23932  -0.222
6 C 1.24262 -0.31131 3.35249  -0.174
7 C 2.64197 -0.62286 3.75853  -0.028
8 C 1.33430 2.33124 3.44372  -0.038
9 C -1.74176 1.88500 2.79369  -0.030
10 C -2.28523 -1.19851 2.73105  -0.038
11 C 0.45796 -2.76467 3.07542  -0.023
12 H 3.18561 -1.08595 2.93037  0.067
13 H 2.64438 -1.33609 4.58565  0.094
14 H 3.18527 0.26617 4.07266  0.073
15 H 1.12458 3.00665 2.61184  0.081
16 H 2.41401 2.21325 3.51822  0.062
17 H 0.98970 2.82198 4.35766  0.087
18 H -2.37373 1.69808 1.92242  0.048
19 H -1.32179 2.88757 2.71422  0.078
20 H -2.38453 1.85463 3.67883  0.092
21 H -2.93589 -0.62493 2.07052  0.053
22 H -2.73295 -1.19276 3.73117  0.104
23 H -2.25184 -2.22743 2.37207  0.057
24 H 0.12237 -3.20274 4.01968  0.087
25 H 1.50558 -3.03246 2.93594  0.072
26 H -0.11890 -3.22794 2.27254  0.074
27 C 3.93710 -1.91547 0.16075  -0.176
28 Si 3.71064 -0.14580 -0.45992  0.409
29 C 5.28483 0.30582 -1.42126  -0.162
30 C 3.60879 1.00058 1.04081  -0.166
31 C 2.25092 0.06600 -1.62287  -0.411
32 Si 1.80645 -1.40002 -2.74219  0.386
33 C 3.22795 -1.77336 -3.94002  -0.162
34 C 0.24419 -0.96272 -3.71603  -0.168
35 C 1.48472 -2.99965 -1.79093  -0.175
36 Si 2.00024 1.78106 -2.32165  0.474
37 C 2.74173 1.85888 -4.06469  -0.169
38 C 2.75187 3.21986 -1.34894  -0.169
39 C 0.17466 2.33520 -2.41555  -0.322
40 C -0.39917 2.83371 -3.58252  -0.071
41 C -1.67258 3.37729 -3.54787  -0.056
42 C -2.32250 3.46938 -2.32727  -0.056
43 C -1.68887 2.95604 -1.20708  -0.177
44 N -0.48920 2.38267 -1.24659  -0.009
45 H 4.73527 -1.96586 0.90436  0.036
46 H 4.21224 -2.58118 -0.65874  0.024
47 H 3.02382 -2.30678 0.61432  0.024
48 H 6.16799 0.19528 -0.78885  0.036
49 H 5.25007 1.34078 -1.76894  0.017
50 H 5.41606 -0.33226 -2.29734  0.023
51 H 4.26357 0.65681 1.84372  0.035
52 H 2.58834 1.04088 1.42830  0.010
53 H 3.91121 2.01692 0.78756  0.025
54 H 3.51684 -0.89401 -4.51829  0.016
55 H 2.93472 -2.55780 -4.64004  0.037
56 H 4.10898 -2.12442 -3.39826  0.022
57 H 0.28158 0.03411 -4.15958  0.009
58 H -0.63867 -1.00818 -3.07108  0.011
59 H 0.08393 -1.68026 -4.52224  0.036
60 H 2.41207 -3.49914 -1.50675  0.021
61 H 0.91698 -3.68746 -2.41670  0.014
62 H 0.89305 -2.84401 -0.88836  -0.016
63 H 3.77728 1.51322 -4.03505  0.029
64 H 2.74616 2.87931 -4.45203  0.037
65 H 2.20200 1.22256 -4.76853  0.025
66 H 3.84040 3.15272 -1.29664  0.023
67 H 2.35799 3.25324 -0.33192  0.024
68 H 2.50288 4.16415 -1.83653  0.040
69 H 0.15433 2.78764 -4.51209  0.099
70 H -2.14681 3.73487 -4.45295  0.109
71 H -3.30141 3.92184 -2.24626  0.103
72 H -2.16006 2.99662 -0.23352  0.092
73 C -6.33817 0.63800 -0.50294  -0.038
74 N -5.25449 -0.29284 -0.24503  -0.184
75 C -5.58809 -1.63780 0.20870  -0.061
76 C -4.00711 0.09772 -0.31885  -0.310
77 N -2.90263 0.44278 -0.38435  0.105
78 H -6.95628 0.27389 -1.32641  0.091
79 H -5.93362 1.61105 -0.77104  0.089
80 H -6.96518 0.74243 0.38589  0.089
81 H -6.30911 -2.08144 -0.47959  0.090
82 H -6.02900 -1.60307 1.20989  0.089
83 H -4.68745 -2.25169 0.22131  -0.022
84 C -3.53543 -2.56780 -3.92525  -0.230
85 Si -2.88637 -3.83253 -2.66953  0.037
86 C -4.26650 -5.10986 -2.42991  -0.244
87 C -1.43417 -4.74773 -3.47826  -0.234
88 Se -2.37308 -2.90421 -0.69144  0.182
89 H -3.86256 -3.06769 -4.84193  0.023
90 H -2.76683 -1.84095 -4.19146  0.004
91 H -4.38396 -2.01640 -3.51563  0.012
92 H -4.46936 -5.63409 -3.36881  0.021
93 H -5.19277 -4.63421 -2.10255  0.011
94 H -3.98300 -5.85018 -1.68066  0.019
95 H -1.78179 -5.39597 -4.28730  0.023
96 H -0.91418 -5.37175 -2.74952  0.022
97 H -0.70956 -4.04770 -3.90022  -0.002

Forces on atoms 1 to 6 (eV/Å):
Tl 0.0 -0.4 -0.2
C -0.1 -0.1 -0.2
C 0.1 0.0 0.4
C 0.0 0.0 0.1
C -0.2 0.3 -0.2
C 0.0 -0.2 0.0



2.
Formula: C30H58NO9
Source: the OMol25 dataset
Level of theory: wB97M-V/def2-TZVPD

Results
Charge: -1
Orbital gap in eV: 6.04
Electronic energy in eV: -51966.597

Last column: Löwdin charge in e.
Atoms and positions in Å:
1 C 6.23210 3.39728 1.92887  -0.109
2 C 4.97455 2.51822 2.32527  -0.242
3 C 4.08614 2.39015 1.04852  -0.194
4 C 2.52927 2.27758 1.35187  -0.298
5 C 2.38997 0.95952 2.21421  -0.075
6 C 2.11025 3.57073 2.11808  -0.237
7 N 0.66803 3.89929 2.14726  0.014
8 C -0.21794 2.88768 1.64039  -0.201
9 O -1.58850 3.43420 1.74847  -0.035
10 C -2.42500 2.33470 1.85944  -0.546
11 C -3.07003 1.88769 0.51446  0.012
12 O -2.63168 1.77308 2.88033  0.124
13 C 2.85868 4.86867 1.61894  -0.719
14 O 2.68799 5.25313 0.44693  -0.065
15 O 3.57077 5.49178 2.44517  -0.074
16 H 7.10194 3.20147 2.60431  0.049
17 H 5.98087 4.47740 2.00055  0.067
18 H 6.44479 3.19841 0.85599  0.063
19 H 5.38946 1.55200 2.68124  0.095
20 H 4.49381 3.04102 3.17174  0.092
21 H 4.34485 1.40080 0.58956  0.102
22 H 4.30507 3.14231 0.26659  0.106
23 H 2.06991 2.16330 0.34613  0.131
24 H 2.59963 1.22273 3.27391  0.082
25 H 3.17275 0.23552 1.89793  0.067
26 H 1.41196 0.45793 2.07943  0.058
27 H 2.43461 3.44028 3.17806  0.123
28 H 0.45593 4.82513 1.79393  0.120
29 H -0.05111 2.77571 0.53582  0.134
30 H -0.17722 1.92639 2.18215  0.120
31 H -3.63738 0.94954 0.64813  0.074
32 H -3.71793 2.73336 0.19581  0.086
33 H -2.21642 1.77048 -0.18932  0.085
34 C -2.27789 -2.49217 -2.87581  -0.163
35 C -3.03245 -2.19016 -1.59300  -0.163
36 C -1.89719 -2.01481 -0.59892  -0.190
37 O -0.77890 -1.50080 -1.33475  -0.133
38 C -1.05288 -1.60879 -2.73740  -0.195
39 H -2.85050 -2.28586 -3.78136  0.113
40 H -1.98027 -3.54279 -2.89150  0.086
41 H -3.58504 -1.25245 -1.69944  0.101
42 H -3.73591 -2.96709 -1.30261  0.091
43 H -1.59901 -2.97368 -0.16078  0.118
44 H -2.15153 -1.32767 0.21008  0.111
45 H -1.24643 -0.59994 -3.12152  0.116
46 H -0.18236 -2.01514 -3.25196  0.101
47 C 0.73672 -6.34522 -4.29382  -0.175
48 C 2.14700 -5.79157 -4.19178  -0.176
49 C 1.97848 -4.39736 -4.76929  -0.199
50 O 0.64010 -3.98204 -4.46817  -0.150
51 C -0.10354 -5.11519 -3.99687  -0.215
52 H 0.53832 -7.17087 -3.61038  0.112
53 H 0.54556 -6.69209 -5.31348  0.113
54 H 2.44548 -5.72770 -3.14196  0.117
55 H 2.89222 -6.38460 -4.72203  0.111
56 H 2.09272 -4.40227 -5.85884  0.116
57 H 2.68546 -3.68054 -4.34908  0.121
58 H -0.25741 -4.99178 -2.91955  0.116
59 H -1.07861 -5.14419 -4.48627  0.117
60 C -7.77943 -0.00063 -4.22751  -0.174
61 C -6.43357 0.60612 -4.58413  -0.171
62 C -5.60828 0.28242 -3.35049  -0.199
63 O -6.12549 -0.94486 -2.81848  -0.161
64 C -7.36738 -1.24762 -3.46328  -0.205
65 H -8.40664 -0.21951 -5.09182  0.111
66 H -8.32958 0.67730 -3.56897  0.115
67 H -6.01653 0.09714 -5.45763  0.115
68 H -6.47507 1.67343 -4.80006  0.114
69 H -5.71873 1.05591 -2.58328  0.121
70 H -4.54649 0.16470 -3.57424  0.113
71 H -7.19806 -2.09142 -4.14173  0.119
72 H -8.10498 -1.54561 -2.71548  0.109
73 C -7.63745 -3.56238 -0.03619  -0.174
74 C -7.63340 -3.69920 1.47736  -0.175
75 C -6.22892 -4.21693 1.74100  -0.206
76 O -5.39251 -3.67979 0.71171  -0.141
77 C -6.21535 -3.10396 -0.31172  -0.221
78 H -8.38865 -2.86807 -0.41328  0.105
79 H -7.81255 -4.53902 -0.49733  0.115
80 H -7.76250 -2.71652 1.93910  0.116
81 H -8.41008 -4.36070 1.86200  0.110
82 H -6.18874 -5.31000 1.67332  0.115
83 H -5.84596 -3.91531 2.71730  0.118
84 H -6.12773 -2.01580 -0.24053  0.119
85 H -5.85522 -3.41673 -1.29200  0.107
86 C 9.73864 4.34575 6.29076  -0.182
87 C 10.26125 5.21819 5.16380  -0.180
88 C 10.20241 4.26768 3.98000  -0.206
89 O 9.11412 3.37114 4.22278  -0.152
90 C 8.67920 3.52108 5.57951  -0.203
91 H 9.34302 4.90889 7.13616  0.110
92 H 10.53724 3.69395 6.65791  0.110
93 H 9.58294 6.05992 5.00119  0.117
94 H 11.26097 5.61591 5.34158  0.108
95 H 11.11953 3.67209 3.90195  0.113
96 H 10.04309 4.78622 3.03310  0.119
97 H 7.71463 4.03891 5.56851  0.123
98 H 8.53999 2.53658 6.02941  0.116

Forces on atoms 1 to 6 (eV/Å):
C -0.4 0.0 0.3
C 1.4 1.2 -0.6
C -0.7 -1.3 0.3
C 1.6 -0.1 -0.1
C 0.1 0.5 -0.5
C 0.1 0.4 0.5



Q: Which of these has the lowest electronic energy?
A: C30H58N3SeSi4Tl